Record 1
Computed, not measured: a 8-piece molecular cluster, C8H32O8 overall in a non-equilibrium geometry, with the ωB97M-V functional and the def2-TZVPD basis.

Element x y z (Å)
C (16.5240, 40.6260, 20.4670)
O (15.9700, 40.9760, 21.7640)
H (17.0200, 41.4460, 19.9010)
H (15.6830, 40.0070, 19.8520)
H (17.3350, 39.8220, 20.5670)
H (15.9060, 41.9230, 21.6730)
C (18.6460, 42.3790, 14.0960)
O (19.8580, 41.6730, 13.7590)
H (18.3560, 42.3320, 15.0030)
H (17.7910, 41.9190, 13.8850)
H (18.4980, 43.4440, 13.7200)
H (19.6320, 41.1990, 12.9170)
C (15.3010, 44.5120, 12.6830)
O (15.1550, 45.9380, 12.8230)
H (15.3320, 44.2080, 13.7450)
H (16.1320, 44.1220, 12.1890)
H (14.3910, 44.0780, 12.4170)
H (14.4310, 46.2310, 12.3190)
C (12.7130, 43.7170, 19.2460)
O (13.2390, 43.9450, 17.8500)
H (12.9690, 44.5300, 19.9860)
H (13.1600, 42.7900, 19.5310)
H (11.5730, 43.5900, 19.3670)
H (12.4640, 43.9900, 17.2190)
C (16.7530, 43.0650, 17.1810)
O (15.6050, 42.3960, 17.5900)
H (17.7230, 42.4590, 17.3180)
H (16.7670, 44.0170, 17.5660)
H (16.5600, 42.8970, 15.9770)
H (14.8920, 42.9770, 17.5410)
C (16.6000, 44.4140, 21.0510)
O (15.6900, 43.7390, 22.0410)
H (17.5070, 44.9400, 21.6350)
H (16.2130, 45.3070, 20.5570)
H (17.1750, 43.7290, 20.3330)
H (15.1100, 44.4740, 22.3240)
C (14.8450, 45.5180, 16.8640)
O (15.8400, 45.8370, 17.7790)
H (15.2730, 44.7030, 16.2660)
H (14.4510, 46.2600, 16.2070)
H (14.0600, 44.9560, 17.2510)
H (16.6580, 45.5130, 17.2550)
C (18.6650, 44.4610, 17.4510)
O (17.9020, 44.9060, 16.3200)
H (18.6020, 44.8330, 18.4740)
H (19.8780, 44.4310, 17.2130)
H (18.2620, 43.3730, 17.6380)
H (18.4660, 45.5770, 15.7910)

- SMILES string: CO.CO.CO.CO.CO.CO.CO.CO
- HOMO energy: -9.06 eV

Record 2
Computed, not measured: an isolated molecule of C2H3FN2O in a non-equilibrium geometry, with the ωB97M-V functional and the def2-TZVPD basis.

Element x y z (Å)
C (-0.8289, -0.7267, 0.0326)
C (1.3486, 0.0209, 0.0399)
N (-2.0730, -0.9551, 0.0195)
N (-1.6237, 0.2642, -0.5886)
O (0.3656, -0.9752, 0.3696)
F (-1.9780, 1.5931, 0.2195)
H (2.2952, -0.3697, 0.3992)
H (1.1121, 0.9613, 0.5448)
H (1.3822, 0.1873, -1.0365)

- SMILES string: COC1=NN1F
- HOMO energy: -10.20 eV

Record 3
Computed, not measured: C14H23F6MoN4O6S3 as an isolated structure in a non-equilibrium geometry, with the ωB97M-V functional and the def2-TZVPD basis.

Element x y z (Å)
Mo (1.5746, -6.6835, -6.7117)
O (1.1185, -5.9108, -5.0614)
S (-6.2181, 21.7837, 18.8157)
C (-5.3914, 21.8648, 20.4475)
C (-6.2738, 21.0553, 21.3849)
C (-7.7116, 21.4215, 21.0319)
C (-7.8636, 21.3052, 19.5146)
H (-5.3762, 22.9270, 20.6901)
H (-4.3693, 21.5134, 20.3147)
H (-6.0333, 21.2996, 22.4188)
H (-6.0957, 19.9875, 21.2445)
H (-7.9295, 22.4428, 21.3472)
H (-8.4334, 20.7662, 21.5169)
H (-8.5995, 21.9760, 19.0803)
H (-8.0503, 20.2894, 19.1750)
C (3.8500, -5.6276, -2.7671)
N (3.1200, -6.3289, -3.8310)
C (1.6450, -6.2017, -3.8109)
C (3.6785, -7.1148, -4.7049)
C (5.1318, -7.4303, -4.6970)
O (2.9525, -7.6473, -5.6408)
H (3.6068, -6.0723, -1.8025)
H (3.5443, -4.5831, -2.7731)
H (4.9191, -5.6836, -2.9319)
H (1.4033, -5.4020, -3.1135)
H (1.2348, -7.1455, -3.4373)
H (-5.7959, 20.5620, 18.4442)
H (5.7058, -6.5217, -4.8850)
H (5.3416, -8.1585, -5.4739)
H (5.4425, -7.8245, -3.7296)
F (1.5997, -6.5155, -11.8053)
C (0.8281, -5.9452, -10.9154)
F (0.5185, -4.7224, -11.2387)
F (-0.2400, -6.6720, -10.6667)
S (1.7802, -5.9116, -9.2968)
O (0.8378, -5.4564, -8.1982)
O (2.0998, -7.2980, -8.8726)
N (2.9266, -4.9204, -9.5007)
S (3.7809, -4.6192, -8.1613)
O (4.0919, -3.2604, -7.9697)
O (3.1811, -5.3727, -7.0249)
C (5.3699, -5.5034, -8.5060)
F (5.1190, -6.8034, -8.6313)
F (5.8979, -5.0215, -9.6046)
F (6.1712, -5.2946, -7.4736)
C (1.2059, -10.0690, -7.6601)
C (0.0782, -9.3466, -7.0240)
N (0.0995, -8.0777, -6.5669)
C (-1.1613, -7.8041, -6.0228)
C (-1.9282, -8.9000, -6.1693)
N (-1.1304, -9.8446, -6.7939)
H (2.1479, -9.7668, -7.2021)
H (1.2536, -9.8503, -8.7273)
H (1.0936, -11.1439, -7.5328)
H (-1.3895, -6.8517, -5.5772)
H (-2.9461, -9.1004, -5.8855)
H (-1.4138, -10.7864, -7.0268)

- ⟨S²⟩: 2.009
- 2S+1: 3
- Charge: +3
- HOMO energy (alpha / beta): -16.48 / -16.54 eV

Record 4
Computed, not measured: an isolated ion of composition C5H9NO and charge +1 in a non-equilibrium geometry, with the ωB97M-V functional and the def2-TZVPD basis.

Element x y z (Å)
C (-0.7785, -0.6131, 0.7040)
N (0.3651, -0.7691, -0.2123)
C (1.1186, -1.9438, -0.2707)
O (0.6797, -2.9643, 0.1522)
C (0.5701, 0.3971, -0.9660)
C (0.0420, 1.5399, -0.0924)
C (-1.0651, 0.9037, 0.7446)
H (-1.6192, -1.2024, 0.3292)
H (-0.4581, -1.0225, 1.6595)
H (2.1128, -1.8538, -0.7109)
H (1.5229, 0.5851, -1.4577)
H (-0.0706, 0.3053, -1.8647)
H (0.8643, 1.8713, 0.5376)
H (-0.2450, 2.4011, -0.6826)
H (-2.0620, 1.1007, 0.3688)
H (-0.9770, 1.2647, 1.7614)

- ⟨S²⟩: 0.765
- 2S+1: 2
- Charge: +1
- HOMO energy (alpha / beta): -16.44 / -16.23 eV

Record 5
Computed, not measured: C4H11BClF4ReTm as an isolated structure in a non-equilibrium geometry, with the ωB97M-V functional and the def2-TZVPD basis.

Element x y z (Å)
Tm (-1.1799, 1.5034, 1.6257)
Cl (-2.1383, 2.7438, -0.2999)
C (-2.4668, -0.5482, 1.6039)
H (-2.2537, -1.3037, 2.3775)
H (-2.3690, -1.1110, 0.6741)
H (-3.5326, -0.3109, 1.7408)
Re (0.5689, -0.0494, -1.4604)
C (2.4140, 0.1883, -2.2829)
C (-0.5720, -0.5711, -3.0355)
C (0.8896, -1.7737, -0.7519)
H (-0.9099, -1.6079, -2.9977)
H (-1.4761, 0.0722, -3.0179)
H (-0.0791, -0.4110, -3.9928)
H (3.0832, -0.6468, -1.9590)
H (2.3844, 0.1649, -3.3944)
H (2.9144, 1.1405, -1.9815)
H (0.0831, -2.5110, -0.5946)
H (1.7546, -1.9402, -0.0660)
F (0.7512, 0.2413, 2.7380)
B (0.7046, 1.3773, 3.6487)
F (0.8567, 2.5380, 2.7889)
F (-0.8633, 1.4698, 3.8739)
F (1.4358, 1.3453, 4.7631)

- ⟨S²⟩: 8.777
- 2S+1: 6
- HOMO energy (alpha / beta): -7.05 / -9.21 eV

Record 6
Computed, not measured: C14H14F6N2O9S3Tm as an isolated structure in a non-equilibrium geometry, with the ωB97M-V functional and the def2-TZVPD basis.

Element x y z (Å)
Tm (-0.2385, -0.2079, 0.6716)
C (0.7606, 2.9774, 1.1514)
O (-0.4634, 2.2750, 0.9689)
C (-1.3797, 3.0202, 0.1732)
C (-2.5432, 2.1285, -0.1927)
O (-1.9995, 1.0369, -0.8981)
C (-2.9421, 0.2835, -1.6412)
H (0.5924, 3.8703, 1.7614)
H (1.1846, 3.2499, 0.1817)
H (1.4469, 2.3126, 1.6660)
H (-0.8670, 3.3444, -0.7380)
H (-1.7260, 3.8922, 0.7408)
H (-3.2383, 2.6908, -0.8281)
H (-3.0783, 1.7806, 0.6990)
H (-3.4304, 0.9263, -2.3810)
H (-3.6940, -0.1705, -0.9919)
H (-2.3792, -0.4972, -2.1491)
F (-0.1486, -2.6990, 2.0681)
C (1.0902, -3.2168, 1.9015)
F (1.3754, -3.9712, 2.9634)
F (1.1149, -3.9867, 0.8463)
S (2.2755, -1.7522, 1.9925)
O (1.8390, -0.6288, 1.1690)
O (3.5973, -2.2333, 1.8373)
N (1.9569, -1.4078, 3.5131)
S (0.9293, -0.3325, 3.9680)
O (0.0775, 0.2101, 2.9106)
O (0.2851, -0.6768, 5.1888)
C (1.9996, 1.1151, 4.4100)
F (2.8186, 1.4227, 3.4010)
F (2.7397, 0.8412, 5.4794)
F (1.2443, 2.1808, 4.6808)
O (2.0251, -2.4479, -0.9579)
C (0.9799, -1.9659, -1.3632)
O (-0.0929, -1.8367, -0.6306)
C (0.8543, -1.4238, -2.7536)
C (0.7660, -2.2659, -3.8491)
C (0.6627, -1.7441, -5.1312)
C (0.6612, -0.3658, -5.3010)
C (0.7599, 0.4786, -4.2074)
C (0.8600, -0.0276, -2.9081)
S (1.0203, 1.0584, -1.5398)
H (0.7846, -3.3378, -3.6927)
H (0.5890, -2.4042, -5.9864)
H (0.5854, 0.0572, -6.2961)
H (0.7648, 1.5525, -4.3444)
O (-4.6001, -1.3634, 1.6746)
C (-3.4693, -1.0422, 1.4814)
N (-2.3505, -0.6991, 1.2821)

- ⟨S²⟩: 2.002
- 2S+1: 3
- Charge: -1
- HOMO energy (alpha / beta): -4.50 / -4.50 eV

Record 7
Computed, not measured: C34H52ClNiO20 as an isolated structure in a non-equilibrium geometry, with the ωB97M-V functional and the def2-TZVPD basis.

Element x y z (Å)
Ni (1.7232, 0.1892, 0.5890)
Cl (-0.8616, -0.5711, 1.1865)
O (-0.3453, 0.7912, 1.0866)
O (-1.2260, -0.9386, 2.5051)
O (-1.8783, -0.7782, 0.2170)
O (0.3502, -1.3283, 0.7794)
C (1.1615, 0.5371, 4.7022)
C (1.2569, 0.7585, 6.0199)
C (2.5224, 1.2351, 6.7072)
O (2.5616, 1.4085, 7.8955)
C (3.6309, 1.5213, 5.7856)
C (3.5071, 1.3527, 4.4702)
C (2.2729, 0.8089, 3.8154)
O (2.2111, 0.5259, 2.6312)
O (4.4996, 1.6433, 3.5898)
O (0.2733, 0.4566, 6.8390)
H (0.2208, 0.1675, 4.3126)
H (4.5883, 1.8090, 6.2022)
H (4.8640, 2.5168, 3.7732)
H (0.4782, 0.6380, 7.7695)
C (-5.5046, 0.9217, -3.5066)
C (-4.5847, 0.3037, -2.7653)
C (-3.9193, -0.9690, -3.2327)
O (-3.0826, -1.4904, -2.5256)
C (-4.5188, -1.6079, -4.4032)
C (-5.4109, -0.9739, -5.1703)
C (-5.9448, 0.3840, -4.7960)
O (-6.7142, 0.9848, -5.5071)
O (-5.9315, -1.4989, -6.2756)
O (-3.9786, 0.8491, -1.7042)
H (-5.8544, 1.9119, -3.2455)
H (-4.1871, -2.6084, -4.6484)
H (-6.5783, -0.8614, -6.6260)
H (-3.2737, 0.2152, -1.4635)
C (4.0199, -3.2234, 0.0079)
C (4.9878, -4.1551, 0.0530)
C (5.7941, -4.4162, 1.3111)
O (6.5754, -5.3299, 1.3729)
C (5.5879, -3.3946, 2.3458)
C (4.5173, -2.5978, 2.3518)
C (3.5803, -2.4842, 1.1637)
O (2.6954, -1.6394, 1.1367)
O (4.2268, -1.7223, 3.3251)
O (5.3263, -4.8688, -1.0014)
H (3.5170, -3.1077, -0.9451)
H (6.3054, -3.3501, 3.1573)
H (4.7430, -1.8981, 4.1213)
H (6.0170, -5.5022, -0.7342)
C (-1.1186, 3.8601, 0.0216)
C (-1.2803, 5.2215, -0.6079)
O (-0.5174, 5.4165, -1.8056)
C (0.8680, 5.4758, -1.5793)
C (1.5718, 6.2108, -2.7053)
H (-1.4171, 2.9956, -0.5681)
H (-0.0549, 3.7861, 0.2650)
H (-1.7394, 3.8865, 0.9206)
H (-2.3099, 5.5146, -0.8158)
H (-0.9389, 6.0265, 0.0574)
H (1.1424, 5.9656, -0.6389)
H (1.2821, 4.4568, -1.6100)
H (1.4248, 7.2888, -2.6804)
H (1.4432, 5.7866, -3.7007)
H (2.6532, 6.0755, -2.5695)
C (3.0460, -0.9428, -2.7546)
C (1.7029, -0.9296, -2.0678)
O (1.4331, 0.2950, -1.4003)
C (0.7735, 1.3597, -2.1336)
C (-0.6597, 1.0216, -2.4518)
H (3.9124, -1.3444, -2.2294)
H (3.1134, -1.4189, -3.7382)
H (3.3411, 0.0622, -3.0867)
H (0.8681, -1.3462, -2.6327)
H (1.7640, -1.7424, -1.3342)
H (0.8779, 2.2850, -1.5716)
H (1.3649, 1.4725, -3.0465)
H (-1.2026, 1.8438, -2.9189)
H (-1.2116, 0.8469, -1.5267)
H (-0.7310, 0.1284, -3.0694)
C (1.4890, -4.5777, -4.3292)
C (0.8259, -5.1559, -3.1028)
O (1.0871, -4.3403, -1.9685)
C (0.2173, -4.6078, -0.8613)
C (-1.2048, -4.1736, -1.1707)
H (2.5602, -4.4302, -4.1716)
H (1.5082, -5.3585, -5.0962)
H (0.9816, -3.7058, -4.7332)
H (-0.2534, -5.2163, -3.2754)
H (1.1697, -6.1719, -2.8743)
H (0.3421, -5.6506, -0.5492)
H (0.6290, -3.9902, -0.0598)
H (-1.7309, -3.9057, -0.2507)
H (-1.8562, -4.9616, -1.5520)
H (-1.1564, -3.3199, -1.8435)
C (-1.7473, 2.6705, 4.2678)
C (-3.0941, 2.0177, 4.0447)
O (-3.7911, 2.8349, 3.1078)
C (-4.9454, 2.2436, 2.5817)
C (-4.7115, 1.0030, 1.7101)
H (-1.0382, 2.6729, 3.4432)
H (-1.9169, 3.6793, 4.6496)
H (-1.2641, 2.1415, 5.0978)
H (-2.9404, 1.0445, 3.5672)
H (-3.6925, 1.9556, 4.9575)
H (-5.6866, 2.0148, 3.3602)
H (-5.4763, 2.9282, 1.9177)
H (-5.5296, 0.8561, 1.0075)
H (-4.5841, 0.0955, 2.2991)
H (-3.8123, 1.2358, 1.1331)

- ⟨S²⟩: 2.004
- 2S+1: 3
- Charge: +1
- HOMO energy (alpha / beta): -11.17 / -11.17 eV

Record 8
Computed, not measured: an isolated molecule of C10H14N2OS in a non-equilibrium geometry, with the ωB97M-V functional and the def2-TZVPD basis.

Element x y z (Å)
C (0.6921, 4.8602, 1.2179)
C (1.9922, 4.0609, 1.0454)
C (1.1658, 1.5467, 0.2063)
C (0.5327, -0.6744, -0.7499)
C (0.9775, -1.5740, 0.2462)
C (0.2907, -2.7847, 0.4083)
C (-0.9727, -2.9503, -0.2354)
C (-2.5760, -4.5294, -0.9705)
C (-1.3839, -2.0536, -1.2492)
C (-0.5874, -0.8692, -1.5134)
H (-0.1527, 4.2318, 1.2858)
H (0.6014, 5.6216, 0.3295)
H (0.6240, 5.4766, 2.1274)
H (2.2709, 3.5299, 1.9436)
H (2.7925, 4.7522, 0.8726)
H (0.2720, 0.7009, 1.8066)
H (0.6241, 1.0491, -1.6978)
H (1.8749, -1.4597, 0.9102)
H (0.3732, -3.5566, 1.1275)
H (-1.8292, -4.6146, -1.9103)
H (-2.9436, -5.4775, -0.7175)
H (-3.5348, -3.8775, -1.0736)
H (-2.4153, -2.2656, -1.6013)
H (-1.0451, -0.0334, -2.1490)
N (0.7828, 1.5384, 1.4432)
N (1.1901, 0.5111, -0.8591)
O (-1.6655, -4.0673, 0.1252)
S (2.0494, 2.9085, -0.3687)

- SMILES string: [H]/N=C(\Nc1ccc(OC)cc1)SCC
- HOMO energy: -8.07 eV

Record 9
Computed, not measured: C31H48O3P2Sc as an isolated structure in a non-equilibrium geometry, with the ωB97M-V functional and the def2-TZVPD basis.

Element x y z (Å)
Sc (-1.2852, 0.5018, 0.0867)
C (-1.8746, 2.6707, -0.9068)
C (-1.7660, 1.6970, -1.9609)
C (-3.6920, 1.2496, -0.7599)
C (-3.0752, 2.3908, -0.1790)
C (-2.8785, 0.8002, -1.8423)
C (-1.0511, 3.8988, -0.7379)
H (-0.1125, 3.8429, -1.2993)
H (-0.7989, 4.0613, 0.3181)
H (-1.5945, 4.7933, -1.0825)
C (-3.6720, 3.2387, 0.8792)
H (-2.9843, 4.0360, 1.1782)
H (-3.9102, 2.6527, 1.7770)
H (-4.6054, 3.7051, 0.5287)
C (-5.0414, 0.7310, -0.4289)
H (-5.8245, 1.3508, -0.8974)
H (-5.2290, 0.7346, 0.6552)
H (-5.1768, -0.2974, -0.7880)
C (-3.2669, -0.2616, -2.8092)
H (-4.1073, 0.0629, -3.4425)
H (-3.5881, -1.1700, -2.2836)
H (-2.4382, -0.5328, -3.4710)
C (-0.8357, 1.7426, -3.1161)
H (-1.3107, 2.2363, -3.9772)
H (-0.5536, 0.7319, -3.4330)
H (0.0734, 2.2983, -2.8794)
C (4.9447, 0.0363, 0.5722)
C (5.1706, 0.9485, -0.3892)
C (5.9904, 0.6965, -1.6177)
C (5.8558, -0.7294, -2.2426)
C (4.5041, -1.3697, -2.1763)
C (4.1539, -2.2510, -1.2248)
C (4.9115, -2.5003, 0.0548)
C (5.6712, -1.2748, 0.6234)
H (7.0682, 0.8488, -1.4098)
H (6.6205, -1.3864, -1.7940)
H (5.7174, 1.4477, -2.3793)
H (6.6389, -1.1800, 0.1094)
H (4.3680, 0.2987, 1.4640)
H (4.9068, 1.9991, -0.2322)
H (5.9102, -1.4941, 1.6762)
H (4.1870, -2.8634, 0.8075)
H (3.2897, -2.9095, -1.3766)
H (5.6604, -3.3048, -0.0760)
H (6.1393, -0.6232, -3.3021)
H (3.8484, -1.1881, -3.0339)
P (1.3338, 0.8194, 0.2344)
P (-0.3158, -1.8290, -0.8736)
C (2.0606, -0.8681, 0.3284)
C (1.1563, -2.1009, 0.1869)
H (2.6584, -0.9504, 1.2451)
H (2.7886, -0.8120, -0.4866)
H (1.7281, -2.9536, -0.2052)
H (0.7890, -2.4036, 1.1777)
C (-1.3478, -3.2986, -0.5530)
H (-2.3259, -3.1702, -1.0405)
H (-1.5117, -3.4138, 0.5268)
H (-0.8559, -4.2004, -0.9518)
C (0.2528, -2.1235, -2.5885)
H (0.8045, -3.0747, -2.6660)
H (0.8944, -1.2972, -2.9269)
H (-0.6277, -2.1650, -3.2511)
C (1.8558, 1.6284, 1.7637)
H (1.6292, 2.6986, 1.6795)
H (2.9221, 1.4905, 1.9764)
H (1.2599, 1.2037, 2.5828)
C (2.1305, 1.7102, -1.1433)
H (1.7839, 1.3510, -2.1208)
H (3.2201, 1.6023, -1.1258)
H (1.8967, 2.7811, -1.0542)
O (-4.6562, -2.1417, 2.0037)
C (-4.4096, -1.4794, 3.1528)
C (-5.2559, -1.7224, 4.2285)
C (-5.1003, -0.9865, 5.4022)
C (-4.0907, -0.0110, 5.5247)
C (-3.2090, 0.2203, 4.4716)
C (-3.3603, -0.5185, 3.2965)
C (-2.5447, -0.2208, 2.1496)
O (-1.6933, 0.7476, 2.1675)
O (-2.6843, -0.8759, 1.0361)
H (-3.9609, -1.8270, 1.3566)
H (-6.0167, -2.4968, 4.1167)
H (-5.7683, -1.1908, 6.2339)
H (-3.9854, 0.5560, 6.4520)
H (-2.4025, 0.9561, 4.5122)

- Charge: +1
- HOMO energy: -10.59 eV

Record 10
Computed, not measured: an isolated molecule of C4H8N4 in a non-equilibrium geometry, with the ωB97M-V functional and the def2-TZVPD basis.

Element x y z (Å)
C (-0.4215, -0.4476, 2.3806)
C (-0.5033, -0.0104, -0.1820)
C (1.0559, 0.6359, -1.8366)
C (1.0030, 0.1401, -0.4383)
H (1.4605, -0.1468, 1.7131)
H (-0.9621, -0.8014, 3.3424)
H (-1.9700, 0.0307, 1.1749)
H (-0.6178, 0.6170, -3.1197)
H (1.0260, 1.7775, -1.8603)
H (2.2130, 0.3181, -2.2032)
H (1.1887, -0.9657, -0.4736)
H (1.6142, 0.6339, 0.3170)
N (0.8699, -0.6220, 2.6599)
N (-1.0528, -0.1606, 1.1503)
N (-1.2278, 0.1618, -1.3012)
N (-0.1261, 0.1392, -2.2852)

- SMILES string: [H]/N=C\NC1=NNCC1
- HOMO energy: -8.20 eV

Calculated total energy (hartree)
-925.44648 -362.44061 -3078.84673 -325.58451 -2207.06080 -4207.78785 -4799.40973 -972.29425 -2879.11072 -376.09217